Record 1
# C24H47BCl2O2P2Tb

C24H47BCl2O2P2Tb as an isolated structure in a non-equilibrium geometry (ωB97M-V/def2-TZVPD, the OMol25 dataset).

**⟨S²⟩**: 12.69
**Total energy**: -3545.74597 Eh

Geometry as ORCA input:
```
! RIJCOSX wB97M-V def2-TZVPD def2/J DEFGRID3
* xyz -1 7
Tb 0.40 -0.38 0.29
Cl 1.05 -2.63 1.31
P 1.80 0.50 2.65
C 3.41 -0.25 3.12
C 1.88 2.33 2.87
C 0.57 -0.26 3.81
C 4.28 -0.40 1.86
H 3.13 -1.25 3.47
C 4.16 0.48 4.24
H 4.57 1.44 3.90
H 5.01 -0.15 4.55
H 3.54 0.65 5.13
H 3.85 -1.16 1.18
H 5.30 -0.72 2.14
H 4.35 0.54 1.30
H 0.74 -1.34 3.62
C -0.87 0.08 3.37
C 0.85 0.04 5.27
H 1.75 -0.48 5.62
H 0.01 -0.32 5.88
H 0.97 1.12 5.46
H -1.00 0.39 2.31
H -1.30 0.88 3.99
H -1.51 -0.81 3.50
C 2.81 2.91 1.79
H 2.32 2.46 3.87
C 0.50 2.99 2.81
H 3.85 2.60 1.92
H 2.78 4.01 1.86
H 2.47 2.63 0.78
H -0.03 2.78 1.87
H 0.64 4.08 2.85
H -0.14 2.70 3.66
Cl -0.02 1.94 -0.77
H 2.22 0.00 -0.27
P 0.16 -1.49 -2.37
C -0.76 -3.09 -2.17
C -0.70 -0.53 -3.70
C 1.81 -2.01 -3.05
C -1.65 -3.02 -0.92
H 0.06 -3.81 -1.98
C -1.57 -3.58 -3.37
H -2.46 -2.96 -3.55
H -1.92 -4.60 -3.15
H -0.98 -3.63 -4.30
H -1.03 -3.01 0.00
H -2.27 -3.93 -0.87
H -2.32 -2.15 -0.91
H 2.18 -2.67 -2.25
C 2.77 -0.81 -3.16
C 1.70 -2.81 -4.35
H 1.23 -3.78 -4.19
H 2.71 -2.97 -4.75
H 1.12 -2.26 -5.11
H 2.40 0.09 -2.65
H 2.97 -0.54 -4.21
H 3.73 -1.06 -2.68
C -2.05 -0.04 -3.20
H -0.84 -1.26 -4.51
C 0.14 0.64 -4.21
H -2.75 -0.84 -2.92
H -2.53 0.56 -3.99
H -1.93 0.63 -2.33
H 0.44 1.30 -3.38
H -0.47 1.25 -4.89
H 1.04 0.33 -4.76
O -2.70 1.80 0.92
B -2.28 0.49 0.49
O -3.42 -0.09 -0.15
C -4.43 0.84 -0.15
C -5.61 0.83 -0.85
C -6.25 2.06 -1.07
C -5.75 3.23 -0.49
C -4.61 3.20 0.33
C -3.96 2.00 0.47
H -6.00 -0.10 -1.26
H -7.14 2.10 -1.69
H -6.24 4.19 -0.68
H -4.20 4.10 0.79
*
```

=====

Record 2
# C4H8Cl3N2

A 3-piece molecular cluster, C4H8Cl3N2 overall in a non-equilibrium geometry (ωB97M-V/def2-TZVPD, the OMol25 dataset).

**ΔE to the lowest compared entry with this formula, charge and spin**: 2.0684 eV

Geometry as ORCA input:
```
! RIJCOSX wB97M-V def2-TZVPD def2/J DEFGRID3
* xyz 1 1
C 1.90 0.00 -0.37
C 1.24 0.33 0.96
C -0.04 1.16 -0.73
C -2.23 -0.59 -0.75
N 0.86 0.43 -1.30
N 0.05 1.12 0.55
Cl -1.30 -1.58 -1.75
Cl -1.54 -2.31 2.12
Cl -3.82 -0.89 -0.61
H 2.79 0.76 -0.44
H 2.09 -1.03 -0.64
H 0.85 -0.50 1.65
H 1.87 0.93 1.61
H -0.88 1.51 -1.29
H 1.05 0.31 -2.31
H -2.23 -1.19 2.02
H -0.66 1.54 1.27
*
```

=====

Record 3
# C5Cl16O5S

A 4-piece molecular cluster, C5Cl16O5S overall in a non-equilibrium geometry (ωB97M-V/def2-TZVPD, the OMol25 dataset).

**Total energy**: -8327.95690 Eh

Geometry as ORCA input:
```
! RIJCOSX wB97M-V def2-TZVPD def2/J DEFGRID3
* xyz -2 1
O 1.29 0.56 1.21
C 0.53 1.53 0.86
O 1.04 2.64 0.46
S -1.33 1.46 0.93
O -1.82 2.69 0.24
O -1.87 1.53 2.33
O -1.93 0.25 0.12
C -4.79 0.55 4.59
Cl -6.40 0.27 5.29
Cl -4.45 2.29 4.57
Cl -3.57 -0.28 5.57
Cl -4.75 -0.08 2.94
C -1.51 -0.47 -3.68
Cl -1.21 -2.03 -2.89
Cl -3.24 -0.33 -4.07
Cl -1.04 0.84 -2.59
Cl -0.56 -0.38 -5.18
C 4.72 1.08 -0.43
Cl 3.05 1.01 0.21
Cl 5.27 2.78 -0.50
Cl 5.81 0.16 0.64
Cl 4.77 0.38 -2.07
C 2.39 -3.28 -1.71
Cl 1.99 -1.85 -0.76
Cl 2.81 -2.81 -3.37
Cl 3.78 -4.11 -0.97
Cl 1.00 -4.39 -1.74
*
```

=====

Record 4
# C6H5NO2

One molecule with the formula C6H5NO2 in a non-equilibrium geometry (ωB97M-V/def2-TZVPD, the OMol25 dataset).

**ΔE to the lowest compared entry with this formula, charge and spin**: 2.0288 eV
**SMILES**: C=Cc1ccoc(=O)n1

Geometry as ORCA input:
```
! RIJCOSX wB97M-V def2-TZVPD def2/J DEFGRID3
* xyz 0 1
C 2.99 -0.74 0.02
C 2.18 0.33 0.06
C 0.77 0.29 -0.06
C 0.09 1.57 -0.04
C -1.29 1.59 0.05
C -1.20 -0.82 -0.01
H 2.72 -1.75 0.25
H 4.06 -0.57 0.08
H 2.62 1.31 -0.05
H 0.70 2.44 -0.09
H -1.99 2.46 -0.03
N 0.18 -0.87 -0.13
O -1.93 0.43 0.06
O -1.89 -1.82 0.01
*
```

=====

Record 5
# C4H11N3

One molecule with the formula C4H11N3 (ωB97M-V/def2-TZVPD, the OMol25 dataset).

**ΔE to the lowest compared entry with this formula, charge and spin**: 1.7563 eV
**SMILES**: C=CNCNCN

Geometry as ORCA input:
```
! RIJCOSX wB97M-V def2-TZVPD def2/J DEFGRID3
* xyz 0 1
C 1.82 0.57 0.20
C 0.12 -0.94 1.19
N 1.36 -0.80 0.45
N 1.28 1.16 -1.00
N -1.04 -0.96 0.34
C -1.67 0.20 -0.04
C -2.38 0.36 -1.16
H 2.10 -1.35 0.88
H 1.50 0.58 -1.80
H -0.98 -1.66 -0.39
H 0.27 1.23 -0.94
H 1.56 1.24 1.04
H 2.91 0.55 0.10
H -0.02 -0.12 1.93
H 0.15 -1.89 1.73
H -1.61 0.99 0.69
H -2.46 -0.42 -1.89
H -2.92 1.27 -1.35
*
```

=====

Record 6
# C14H38N2Si2

C14H38N2Si2 as an isolated structure in a non-equilibrium geometry (ωB97M-V/def2-TZVPD, the OMol25 dataset).

**Total energy**: -1244.69091 Eh

Geometry as ORCA input:
```
! RIJCOSX wB97M-V def2-TZVPD def2/J DEFGRID3
* xyz 0 1
C 1.59 4.51 -1.25
C 1.45 3.01 -1.61
C 2.04 2.06 -0.54
N 1.05 1.75 0.57
C 1.79 0.88 1.57
C 2.19 1.67 2.85
C 3.57 2.37 2.79
C 4.69 1.54 2.11
C 4.02 2.58 4.28
H 1.47 5.11 -2.16
H 2.61 4.71 -0.88
H 0.80 4.85 -0.56
H 1.98 2.79 -2.55
H 0.38 2.75 -1.70
H 2.26 1.08 -1.00
H 2.94 2.43 -0.04
H 0.27 1.22 0.18
H 0.69 2.60 1.00
H 1.04 0.13 1.89
H 2.60 0.31 1.10
H 1.40 2.43 3.01
H 2.15 1.02 3.74
H 3.52 3.36 2.29
H 4.60 1.49 1.01
H 5.65 2.05 2.31
H 4.76 0.53 2.53
H 3.15 2.94 4.84
H 4.23 1.56 4.66
H 4.90 3.23 4.37
C 0.12 -2.90 0.29
Si -1.45 -2.22 -0.52
C -0.87 -0.96 -1.80
C -2.37 -1.29 0.84
N -2.34 -3.51 -1.19
Si -3.83 -3.26 -2.01
C -3.66 -2.18 -3.55
C -5.17 -2.52 -0.91
C -4.50 -4.92 -2.61
H 0.71 -2.08 0.72
H -0.12 -3.60 1.09
H 0.75 -3.41 -0.45
H -0.12 -0.27 -1.36
H -1.69 -0.35 -2.18
H -0.39 -1.46 -2.65
H -2.78 -1.99 1.57
H -3.18 -0.69 0.44
H -1.69 -0.61 1.38
H -3.48 -1.13 -3.30
H -4.59 -2.21 -4.14
H -2.85 -2.53 -4.18
H -5.25 -3.07 0.02
H -6.14 -2.56 -1.42
H -4.97 -1.47 -0.68
H -4.67 -5.59 -1.77
H -3.80 -5.40 -3.30
H -5.45 -4.78 -3.13
*
```